C14H16O | ωB97M-V with the def2-TZVPD basis set

```
31
Properties=species:S:1:pos:R:3:forces:R:3:nbo_charge:R:1
C -3.44825 1.95572 3.21969 0.2 0.0 0.0 -0.671
C -0.88055 0.23906 1.05424 -0.2 -0.1 0.7 -0.244
C -1.68014 0.54015 2.11455 0.2 -0.2 -0.3 -0.172
C -0.95698 1.02577 -0.12799 0.5 -0.4 -0.1 0.521
C -2.56816 1.64416 2.05968 -0.2 -0.3 0.5 0.180
C -1.83489 2.13430 -0.19866 -0.3 0.3 0.2 -0.211
C -2.61211 2.41598 0.88531 0.0 0.5 -0.6 -0.187
O -0.22817 0.74347 -1.16506 0.0 0.2 -0.1 -0.555
H -0.20554 -0.60335 1.13706 0.1 0.1 -0.3 0.250
H -1.64026 -0.09819 2.98706 -0.1 0.2 0.1 0.245
H 0.39842 -0.00103 -1.00616 0.1 0.0 -0.1 0.537
H -1.85761 2.73994 -1.09384 0.0 -0.1 0.0 0.261
H -3.46374 3.02491 3.43450 0.0 0.0 -0.1 0.258
H -3.11731 1.42315 4.10790 -0.1 0.0 0.0 0.243
H -3.27427 3.27212 0.84608 0.0 0.0 0.0 0.248
H -4.48045 1.65995 3.01246 0.0 0.0 -0.1 0.271
C 0.14811 -2.47948 -1.58659 0.0 0.4 0.0 -0.643
C 2.07167 -1.58423 -0.21181 0.0 0.2 -0.2 -0.214
C 1.50168 -1.80424 -1.46552 -0.7 -0.5 0.1 -0.086
C 3.29137 -0.93157 -0.11222 0.3 0.0 0.3 -0.206
C 2.16818 -1.38780 -2.61184 0.6 0.5 0.0 -0.217
C 3.96485 -0.53455 -1.24747 0.1 0.2 -0.7 -0.209
C 3.40274 -0.74600 -2.50374 -0.3 -0.4 0.2 -0.177
H 1.57193 -1.95370 0.67612 0.0 0.0 0.0 0.201
H 3.75406 -0.74015 0.84640 -0.1 -0.1 0.1 0.224
H -0.42810 -1.95746 -2.35284 -0.1 -0.2 0.0 0.221
H -0.41034 -2.42412 -0.64983 0.0 0.0 0.0 0.200
H 1.74416 -1.53783 -3.59656 -0.1 -0.1 0.1 0.226
H 4.93383 -0.05565 -1.19339 0.0 0.0 0.2 0.229
H 3.93090 -0.44901 -3.39846 0.0 0.1 0.0 0.229
H 0.20496 -3.53034 -1.85909 0.1 -0.1 -0.1 0.248
```
Forces are in eV/Å.

Results
net charge = +1
strongest force on any atom = 0.0165 Eh/bohr
energy above the lowest of the compared OMol25 structures with the same formula, charge and spin = 0.0 kcal/mol
LUMO energy (spin up / spin down) = -3.3 / -7.1 eV
<S²> = 0.769
2S+1 = 2
Kohn-Sham gap (spin up / spin down) = 8.95 / 5.12 eV
E_HOMO (spin up / spin down) = -12.26 / -12.26 eV



C20H27N5O2S | ωB97M-V with the def2-TZVPD basis set

```
55
Properties=species:S:1:pos:R:3:forces:R:3:nbo_charge:R:1
C 3.35672 3.70858 0.19271 0.1 -0.5 0.1 -0.753
S 4.31977 2.18153 0.37487 0.1 0.1 0.1 0.157
C 3.49573 1.40919 1.81165 0.1 0.4 -0.3 -0.521
C 1.99827 1.22166 1.64141 0.1 -0.1 -0.1 -0.418
C 1.61682 0.38399 0.40541 0.0 0.3 0.1 -0.145
N 0.20395 0.51974 0.12461 0.0 -0.4 0.2 -0.633
C -0.28468 1.63261 -0.44502 -0.1 -0.4 0.1 0.804
O 0.37506 2.58238 -0.82696 0.1 0.4 -0.2 -0.676
N -1.66520 1.62720 -0.59959 -0.1 0.1 0.0 -0.446
C -2.39361 2.72461 -1.23048 0.3 0.5 -0.2 -0.201
C -3.88013 2.29234 -1.20653 -0.4 0.3 -0.2 -0.210
N -3.81346 1.01251 -0.55793 0.6 -0.1 0.1 -0.365
C -2.54107 0.65479 -0.22358 -0.6 -0.5 0.2 0.562
N -2.42880 -0.49722 0.36522 0.7 0.2 0.0 -0.545
C -3.73089 -0.95958 0.43629 -0.5 0.3 -0.2 0.192
C -4.22247 -2.14220 0.96576 0.1 0.2 -0.1 -0.235
C -5.58636 -2.35776 0.90340 -0.1 -0.1 0.1 -0.226
C -6.45115 -1.42773 0.33130 -0.1 0.0 0.0 -0.222
C -5.98524 -0.23946 -0.20319 0.0 0.2 -0.1 -0.239
C -4.62310 -0.01720 -0.14454 -0.1 -0.6 0.3 0.086
C 1.85294 -1.09914 0.70893 0.0 0.4 -0.1 0.688
O 1.03107 -1.68568 1.39395 -0.3 0.0 0.1 -0.646
N 2.97516 -1.69874 0.26908 0.3 -0.2 0.1 -0.434
C 3.94892 -1.19456 -0.67354 0.0 0.3 -0.5 -0.230
C 3.76328 -1.88213 -2.02779 0.3 -0.1 0.2 -0.407
C 3.90460 -3.39343 -1.86349 -0.3 0.0 -0.1 -0.398
C 2.92741 -3.89346 -0.80217 0.3 0.1 0.1 -0.407
C 3.12969 -3.12445 0.50264 -0.3 -0.4 0.2 -0.226
H 2.36956 3.48149 -0.20132 0.0 0.1 0.0 0.252
H 3.29794 4.20821 1.15567 0.0 0.2 0.0 0.209
H 3.90277 4.32650 -0.51254 0.0 0.1 0.0 0.230
H 3.70117 2.03790 2.67958 0.0 -0.1 0.1 0.221
H 4.00300 0.45336 1.93930 0.1 0.0 0.1 0.224
H 1.59744 0.73158 2.53250 -0.1 0.0 0.0 0.228
H 1.51581 2.19616 1.54542 0.0 0.0 0.0 0.222
H 2.16190 0.75539 -0.46566 0.0 -0.1 0.2 0.234
H -0.42144 -0.18816 0.50684 0.0 0.0 0.0 0.464
H -2.01935 2.87357 -2.24695 -0.1 0.0 0.1 0.217
H -2.22059 3.64726 -0.66942 -0.1 -0.1 -0.1 0.216
H -4.50010 2.99157 -0.63590 0.1 -0.1 -0.1 0.207
H -4.29582 2.20121 -2.21554 0.1 0.1 0.1 0.206
H -3.55122 -2.85987 1.40822 0.1 -0.1 0.1 0.226
H -5.99633 -3.27120 1.30812 0.0 -0.1 0.0 0.212
H -7.50993 -1.63813 0.30396 -0.1 0.0 0.0 0.212
H -6.65508 0.48219 -0.64655 -0.1 0.0 0.0 0.213
H 4.94538 -1.43001 -0.28177 0.0 0.1 0.0 0.191
H 3.88570 -0.11423 -0.77551 0.0 -0.1 0.1 0.236
H 2.76988 -1.64529 -2.41441 0.0 0.1 0.0 0.201
H 4.50453 -1.50223 -2.73164 0.0 0.1 -0.1 0.213
H 4.92664 -3.62888 -1.55659 0.1 0.0 0.0 0.193
H 3.71605 -3.89538 -2.81399 0.1 0.0 0.0 0.211
H 1.90200 -3.74041 -1.14405 -0.1 0.0 0.0 0.206
H 3.07123 -4.95960 -0.62236 -0.1 0.0 0.0 0.212
H 4.13548 -3.30529 0.89622 0.0 0.0 0.0 0.186
H 2.39081 -3.42348 1.24705 0.2 0.0 -0.1 0.249
```
Forces are in eV/Å.

Results
strongest force on any atom = 0.0159 Eh/bohr
energy above the lowest of the compared OMol25 structures with the same formula, charge and spin = 0.0 kcal/mol
SMILES = CSCC[C@H](NC(=O)N1CCn2c1nc1ccccc12)C(=O)N1CCCCC1
LUMO energy = 0.7 eV
Kohn-Sham gap = 8.66 eV
E_HOMO = -8.00 eV



CH4N2O | ωB97M-V with the def2-TZVPD basis set

```
8
Properties=species:S:1:pos:R:3:forces:R:3:nbo_charge:R:1
C 0.22991 -0.34377 -0.87290 -0.5 -2.0 -2.7 -0.475
N -0.89544 -0.30566 1.11893 -0.7 -1.1 0.9 -0.250
N -0.18169 0.23362 0.31085 1.6 5.4 5.2 0.160
O 0.69442 1.81562 0.83089 -2.1 -3.8 -1.4 -0.558
H 1.21878 -0.04370 -1.05885 1.1 1.4 -0.5 0.254
H 0.46070 -1.43069 -0.71088 -1.4 0.6 -0.4 0.230
H -0.48259 -0.03783 -1.73106 1.3 -0.8 1.4 0.253
H -1.04408 0.11241 2.11303 0.8 0.4 -2.5 0.385
```
Forces are in eV/Å.

Results
strongest force on any atom = 0.1483 Eh/bohr
energy above the lowest of the compared OMol25 structures with the same formula, charge and spin = 170.8 kcal/mol
LUMO energy (spin up / spin down) = -0.4 / -0.4 eV
Kohn-Sham gap (spin up / spin down) = 9.06 / 9.06 eV
E_HOMO (spin up / spin down) = -9.47 / -9.47 eV